Run A
Here is a molecular structure, C36H35ClIrNO7S2Sb2 from OMol25. Energies are from wB97M-V/def2-TZVPD.

```
85
C36H35ClIrNO7S2Sb2 (wB97M-V/def2-TZVPD)
Ir -2.146 -1.682 0.421
C -0.413 3.249 -1.108
C -0.299 2.426 -2.361
C -0.976 1.069 -2.280
Sb 0.031 -0.551 -1.177
C 1.626 -2.602 -0.372
C 1.018 -3.547 0.422
C 1.779 -4.642 0.824
C 3.104 -4.764 0.428
C 3.682 -3.790 -0.375
C 2.937 -2.686 -0.786
C 1.816 -0.166 -2.382
C 2.834 0.692 -1.978
C 3.944 0.931 -2.778
C 4.056 0.309 -4.012
C 3.048 -0.548 -4.431
C 1.942 -0.786 -3.625
Sb 0.653 2.049 0.754
C 1.585 0.593 2.137
C 2.662 -0.193 1.741
C 3.102 -1.242 2.537
C 2.460 -1.517 3.736
C 1.384 -0.739 4.138
C 0.947 0.311 3.342
C 2.206 3.519 1.031
C 2.758 4.225 -0.037
C 3.728 5.197 0.172
C 4.157 5.483 1.460
C 3.615 4.788 2.533
C 2.652 3.814 2.319
H -1.413 3.305 -0.683
H 0.099 4.209 -1.118
H 0.751 2.319 -2.655
H -0.773 2.981 -3.189
H -1.044 0.590 -3.259
H -1.973 1.131 -1.847
H -0.010 -3.448 0.744
H 1.323 -5.392 1.459
H 3.689 -5.618 0.747
H 4.717 -3.879 -0.687
H 3.397 -1.924 -1.403
H 2.779 1.191 -1.014
H 4.720 1.603 -2.429
H 4.920 0.489 -4.641
H 3.122 -1.044 -5.392
H 1.172 -1.467 -3.962
H 3.151 -0.021 0.787
H 3.915 -1.872 2.194
H 2.771 -2.363 4.336
H 0.847 -0.985 5.045
H 0.081 0.892 3.637
H 2.433 4.011 -1.049
H 4.150 5.729 -0.673
H 4.911 6.243 1.627
H 3.946 5.006 3.542
H 2.244 3.268 3.162
N -1.293 -2.599 3.269
C -1.605 -2.242 2.206
Cl -7.832 -0.166 -3.290
C -6.745 -0.708 -2.020
C -6.358 -2.035 -1.982
C -5.511 -2.454 -0.969
C -5.041 -1.571 0.003
C -4.093 -2.020 1.055
C -5.437 -0.233 -0.081
C -6.288 0.202 -1.084
H -6.699 -2.724 -2.742
H -5.175 -3.484 -0.951
H -4.197 -3.090 1.252
H -4.248 -1.471 1.985
H -5.048 0.490 0.628
H -6.581 1.242 -1.143
C -2.897 0.783 3.456
S -2.592 1.854 2.060
O -1.625 2.851 2.534
O -3.881 2.411 1.684
O -1.998 0.992 1.021
H -2.884 1.399 4.352
H -2.133 0.010 3.497
H -3.873 0.324 3.329
O -2.625 -2.869 -3.575
S -2.015 -2.432 -2.352
O -0.587 -1.888 -2.677
O -2.699 -1.258 -1.716
O -1.860 -3.468 -1.323
```

As for the spin multiplicity: 5. As for the HOMO energy (spin up / spin down): -2.03 / -2.74 eV. The charge is -2.

Löwdin atomic charge list, values in e, 6 entries:
1 Ir 0.881
2 C -0.250
3 C -0.386
4 C -0.333
5 Sb 1.491
6 C -0.108



Run B
Here is a molecular structure, C36H35ClIrNO7S2Sb2 from OMol25. Energies are from wB97M-V/def2-TZVPD.

```
85
C36H35ClIrNO7S2Sb2 (wB97M-V/def2-TZVPD)
Ir 0.017 1.021 -3.073
C 1.825 -2.271 0.034
C 0.609 -2.897 0.687
C -0.699 -2.560 0.016
Sb -2.008 -0.543 0.831
C -3.678 0.740 1.570
C -4.482 1.413 0.652
C -5.520 2.232 1.076
C -5.762 2.407 2.434
C -4.959 1.756 3.359
C -3.928 0.925 2.926
C -2.202 -1.655 2.740
C -1.216 -1.597 3.726
C -1.330 -2.298 4.923
C -2.448 -3.084 5.162
C -3.447 -3.156 4.198
C -3.321 -2.448 3.009
Sb 1.905 0.040 0.302
C 1.935 2.248 0.766
C 0.902 2.755 1.538
C 0.874 4.106 1.871
C 1.877 4.950 1.418
C 2.903 4.445 0.628
C 2.930 3.096 0.295
C 3.259 -0.234 1.961
C 2.842 -0.886 3.120
C 3.692 -1.023 4.212
C 4.982 -0.517 4.153
C 5.414 0.125 2.998
C 4.558 0.269 1.914
H 1.825 -2.366 -1.050
H 2.773 -2.589 0.466
H 0.564 -2.679 1.761
H 0.737 -3.992 0.636
H -1.509 -3.249 0.252
H -0.619 -2.375 -1.056
H -4.275 1.319 -0.409
H -6.133 2.747 0.345
H -6.565 3.055 2.767
H -5.131 1.895 4.421
H -3.321 0.413 3.665
H -0.341 -0.973 3.568
H -0.546 -2.226 5.670
H -2.544 -3.633 6.092
H -4.328 -3.763 4.377
H -4.122 -2.506 2.276
H 0.088 2.113 1.860
H 0.052 4.497 2.459
H 1.849 6.007 1.661
H 3.675 5.108 0.252
H 3.713 2.712 -0.348
H 1.843 -1.304 3.180
H 3.344 -1.529 5.106
H 5.649 -0.622 5.000
H 6.422 0.520 2.943
H 4.903 0.773 1.019
N -1.525 1.684 -0.485
C -0.930 1.440 -1.470
Cl -0.813 -5.737 -4.995
C -1.072 -4.035 -4.640
C -1.927 -3.677 -3.617
C -2.127 -2.328 -3.353
C -1.488 -1.326 -4.087
C -1.710 0.120 -3.763
C -0.616 -1.732 -5.104
C -0.409 -3.073 -5.386
H -2.427 -4.439 -3.033
H -2.792 -2.039 -2.545
H -2.533 0.187 -3.047
H -2.016 0.667 -4.664
H -0.074 -0.978 -5.660
H 0.274 -3.372 -6.170
C 2.581 3.112 -5.131
S 0.995 2.375 -5.501
O 0.801 2.513 -6.929
O 1.103 0.949 -5.061
O -0.001 3.053 -4.664
H 2.860 3.737 -5.977
H 3.303 2.315 -4.971
H 2.479 3.694 -4.220
O 3.452 0.253 -0.985
S 2.906 0.437 -2.476
O 4.060 0.456 -3.329
O 2.148 1.712 -2.425
O 1.972 -0.678 -2.667
```

As for the spin multiplicity: 5. As for the HOMO energy (spin up / spin down): -1.92 / -2.62 eV. The charge is -2.

Löwdin atomic charge list, values in e, 6 entries:
1 Ir 1.085
2 C -0.272
3 C -0.380
4 C -0.271
5 Sb 1.442
6 C -0.387



What should be chosen as the least stable of them? Choose run A.



Run A
Here is a single C7H7NO2S molecule from OMol25. Energies are from wB97M-V/def2-TZVPD.

```
18
C7H7NO2S (wB97M-V/def2-TZVPD)
C -1.519 0.470 0.942
C -1.600 0.670 -0.499
C -0.470 0.201 1.664
C -1.649 -0.265 -1.481
C 0.831 -0.005 1.251
C -0.893 -1.538 -1.401
C 1.357 0.449 0.119
N 2.780 0.450 -0.189
O 3.175 0.148 -1.289
O 3.498 0.587 0.765
S -0.480 -2.336 -0.009
H -2.372 0.891 1.500
H -2.060 1.649 -0.648
H -0.567 0.056 2.674
H -1.722 0.039 -2.434
H 1.447 -0.439 1.974
H -0.553 -2.058 -2.318
H 0.796 1.031 -0.620
```

The structure (SMILES) is O=[N+]([O-])/C=C/C=C\C=C/C=S. As for the spin multiplicity: 1. As for the HOMO energy: -8.48 eV.

Löwdin atomic charge list, values in e, 6 entries:
1 C -0.114
2 C -0.093
3 C -0.181
4 C -0.139
5 C -0.129
6 C -0.555



Run B
Here is a single C7H7NO2S molecule from OMol25. Energies are from wB97M-V/def2-TZVPD.

```
18
C7H7NO2S (wB97M-V/def2-TZVPD)
C 1.413 -0.538 -0.156
C 0.794 -1.785 -0.815
C 0.779 0.632 -0.047
C -0.982 -1.899 0.782
C -0.113 -2.413 -0.027
C -0.598 1.073 -0.459
C -1.692 0.879 0.606
N -1.918 -0.740 0.712
O -3.088 -0.136 -1.604
O -4.226 0.117 0.638
S -3.041 0.057 -0.134
H 2.305 -0.594 0.256
H 1.072 -1.876 -1.837
H 1.189 1.541 0.344
H -1.236 -2.146 1.762
H -0.574 2.145 -0.629
H -1.002 0.582 -1.380
H -1.726 1.259 1.573
```

The structure (SMILES) is O=S1(=O)[C@@H]2C/C=C\C=C=CN21. As for the spin multiplicity: 1. As for the HOMO energy: -9.64 eV.

Löwdin atomic charge list, values in e, 6 entries:
1 C -0.058
2 C -0.026
3 C -0.085
4 C -0.117
5 C 0.044
6 C -0.187



Run C
Here is 2 unconnected molecules or ions with the total composition C7H7NO2S from OMol25. Energies are from wB97M-V/def2-TZVPD.

```
18
C7H7NO2S (wB97M-V/def2-TZVPD)
C 2.599 -0.110 -0.404
C 1.925 -1.265 -0.067
C 1.939 1.120 -0.413
C 0.599 -1.088 0.411
C 0.597 1.278 0.016
C 0.061 0.109 0.490
C -2.053 0.241 0.769
N -2.127 -0.815 -0.049
O -2.083 -1.950 0.345
O -2.351 -0.601 -1.209
S -2.715 1.730 0.142
H 3.537 -0.027 -0.656
H 2.498 -2.145 -0.086
H 2.433 1.943 -0.860
H 0.053 -2.003 0.569
H 0.219 2.304 0.242
H -2.093 0.118 1.861
H -3.036 1.163 -1.100
```

As for the spin multiplicity: 1. As for the HOMO energy: -9.16 eV.

Löwdin atomic charge list, values in e, 6 entries:
1 C -0.074
2 C -0.021
3 C -0.058
4 C -0.075
5 C -0.064
6 C -0.056



What should be chosen as the least stable of them? Choose run B.



Run A
Here is 2 unconnected molecules or ions with the total composition C3H4P2 from OMol25. Energies are from wB97M-V/def2-TZVPD.

```
9
C3H4P2 (wB97M-V/def2-TZVPD)
C -1.663 -2.023 0.710
C -1.644 -2.658 -0.332
C 0.662 2.015 0.282
P 0.884 0.366 0.326
P 1.579 1.850 -1.399
H -1.950 -1.319 1.398
H -1.108 -3.243 -0.979
H 0.420 2.867 0.817
H 2.822 2.144 -0.822
```

The structure (SMILES) is C1=P#[PH]1.C#C. As for the spin multiplicity: 1. As for the HOMO energy: -8.86 eV.

Löwdin atomic charge list, values in e, 6 entries:
1 C -0.032
2 C 0.005
3 C -0.862
4 P 0.643
5 P 0.523
6 H -0.015



Run B
Here is a single C3H4P2 molecule from OMol25. Energies are from wB97M-V/def2-TZVPD.

```
9
C3H4P2 (wB97M-V/def2-TZVPD)
C -1.518 -0.370 0.588
C -0.937 0.806 0.391
C 2.006 -0.494 -1.048
P 1.043 1.002 -0.026
P 2.247 -0.708 0.563
H -2.623 -0.247 0.580
H -0.850 -1.196 0.729
H -1.378 1.759 0.274
H 2.011 -0.553 -2.051
```

The structure (SMILES) is C=CP1#P=C1. As for the spin multiplicity: 1. As for the HOMO energy: -8.38 eV.

Löwdin atomic charge list, values in e, 6 entries:
1 C -0.108
2 C -0.399
3 C -0.636
4 P 0.568
5 P 0.565
6 H 0.063



What should be chosen as the least stable of them? Choose run A.



Run A
Here is a single H2N2O2S molecule from OMol25. Energies are from wB97M-V/def2-TZVPD.

```
7
H2N2O2S (wB97M-V/def2-TZVPD)
N -0.541 0.479 -0.699
N -0.495 -0.970 -0.210
O 2.061 0.246 0.112
O 0.206 0.865 1.687
S 0.672 0.296 0.487
H -0.662 0.407 -1.700
H -1.240 -1.323 0.324
```

The structure (SMILES) is O=S1(=O)NN1. As for the spin multiplicity: 1. As for the HOMO energy: -10.21 eV.

Löwdin atomic charge list, values in e, 6 entries:
1 N -0.174
2 N -0.100
3 O -0.282
4 O -0.275
5 S 0.716
6 H 0.083



Run B
Here is 2 unconnected molecules or ions with the total composition H2N2O2S from OMol25. Energies are from wB97M-V/def2-TZVPD.

```
7
H2N2O2S (wB97M-V/def2-TZVPD)
N 2.288 1.316 -0.243
N -0.149 0.152 -0.317
O 4.396 0.168 0.333
O 2.411 -1.267 -0.248
S 3.004 0.040 -0.094
H -0.036 -0.416 0.467
H -1.041 0.728 -0.261
```

As for the spin multiplicity: 1. As for the HOMO energy (spin up / spin down): -11.12 / -11.53 eV.

Löwdin atomic charge list, values in e, 6 entries:
1 N -0.107
2 N 0.110
3 O -0.289
4 O -0.297
5 S 0.616
6 H -0.059



What should be chosen as the least stable of them? Choose run B.



Run A
Here is a molecular structure, C4H8NOS from OMol25. Energies are from wB97M-V/def2-TZVPD.

```
15
C4H8NOS (wB97M-V/def2-TZVPD)
C -1.222 0.041 0.183
N -0.325 1.159 0.811
C -0.932 2.351 0.666
O -2.028 3.064 1.452
C -0.296 -1.149 -0.024
C 1.136 -0.761 -0.668
S 1.936 -2.302 -1.136
H -1.644 0.452 -0.753
H -2.162 -0.200 0.763
H -1.953 1.908 1.223
H -0.626 2.966 -0.215
H -0.705 -1.898 -0.725
H -0.172 -1.615 0.963
H 1.753 -0.281 0.109
H 0.920 -0.014 -1.432
```

As for the spin multiplicity: 1. As for the HOMO energy: -2.32 eV. The charge is -1.

Löwdin atomic charge list, values in e, 6 entries:
1 C -0.242
2 N 0.027
3 C -0.259
4 O -0.096
5 C -0.324
6 C -0.820



Run B
Here is a gas-phase ion, C4H8NOS (charge -1) from OMol25. Energies are from wB97M-V/def2-TZVPD.

```
15
C4H8NOS (wB97M-V/def2-TZVPD)
C 0.599 0.501 0.125
C -0.889 0.629 0.436
S -1.439 2.365 0.624
C 1.100 -0.827 0.145
N 0.836 -1.777 -0.853
C -0.295 -1.907 -1.761
O 1.883 -1.230 1.007
H 0.772 1.262 -0.666
H 1.134 1.122 0.926
H -1.400 0.187 -0.517
H -1.121 0.069 1.359
H 1.261 -2.600 -0.562
H 0.008 -1.559 -2.812
H -1.199 -1.441 -1.547
H -0.438 -2.977 -1.925
```

The structure (SMILES) is CNC(=O)CC[S-]. As for the spin multiplicity: 1. As for the HOMO energy: -2.55 eV. The charge is -1.

Löwdin atomic charge list, values in e, 6 entries:
1 C -0.282
2 C -0.799
3 S 0.065
4 C -0.514
5 N 0.018
6 C -0.097



What should be chosen as the least stable of them? Choose run A.